Entry 1:
48
Properties=species:S:1:pos:R:3:nbo_charge:R:1 method="wB97M-V/def2-TZVPD" e_homo_ev=-11.9 total_charge=+1 largest_force_ev_per_a=5.2 relative_energy_kcal_mol=84.3 energy_ev=-24690.38820 lumo_energy_ev=-5.0
C -3.922 0.028 3.592 -0.264
O -3.388 -1.136 2.909 -0.467
C -2.097 -1.099 2.483 0.368
C -1.607 -2.248 1.812 -0.251
C -0.267 -2.336 1.490 -0.121
C 0.635 -1.317 1.853 -0.177
C 2.093 -1.510 1.632 0.054
C 2.865 -0.513 0.831 -0.143
C 4.045 -0.947 0.188 -0.164
C 5.009 -0.034 -0.214 -0.166
C 4.800 1.339 -0.013 -0.153
C 3.561 1.789 0.472 -0.216
C 2.575 0.867 0.826 -0.148
C 0.143 -0.169 2.498 -0.163
C -1.220 -0.022 2.761 -0.262
H -4.932 -0.269 3.880 0.223
H -3.334 0.282 4.488 0.188
H -3.962 0.894 2.914 0.192
H -2.299 -3.054 1.583 0.251
H 0.121 -3.191 0.937 0.229
H 2.308 -2.528 1.313 0.258
H 4.155 -2.013 -0.031 0.230
H 5.936 -0.386 -0.680 0.233
H 5.579 2.059 -0.250 0.238
H 3.352 2.860 0.569 0.240
H 1.562 1.205 1.054 0.231
H 0.809 0.654 2.767 0.223
H -1.589 0.896 3.229 0.233
C 4.867 -0.549 3.679 -0.641
C 4.432 -2.010 3.731 0.119
C 5.244 -2.844 2.763 -0.612
C 4.554 -2.542 5.167 -0.397
C 3.186 -2.292 5.824 -0.416
C 2.192 -2.153 4.668 -0.233
N 2.978 -2.179 3.419 -0.499
H 5.946 -0.496 3.884 0.234
H 4.706 -0.098 2.692 0.212
H 4.348 0.058 4.434 0.214
H 6.302 -2.828 3.045 0.227
H 4.871 -3.871 2.804 0.221
H 5.149 -2.491 1.735 0.206
H 4.725 -3.622 5.123 0.218
H 5.370 -2.057 5.715 0.234
H 2.891 -3.128 6.469 0.235
H 3.213 -1.355 6.402 0.218
H 1.489 -2.988 4.649 0.208
H 1.585 -1.242 4.752 0.200
H 2.691 -1.290 2.914 0.355

---

Entry 2:
49
Properties=species:S:1:pos:R:3:nbo_charge:R:1 method="wB97M-V/def2-TZVPD" e_homo_ev=-9.4 largest_force_ev_per_a=3.6 relative_energy_kcal_mol=1.4 smiles="C=C[C@]1(C)CC[C@@H]2C(=C[C@H]3OC(=O)[C@@]4(C)C(=O)CC[C@@]2(C)[C@@H]34)C1" energy_ev=-27303.64135 lumo_energy_ev=0.5
C 0.257 -1.122 4.896 -0.400
C 0.424 -0.167 3.910 -0.173
C 1.552 -0.249 2.884 -0.108
C 2.894 -0.482 3.628 -0.590
C 1.654 1.085 2.094 -0.386
C 0.472 1.331 1.108 -0.410
C -0.303 0.094 0.653 -0.237
C 0.706 -1.029 0.602 0.121
C 1.184 -1.593 -0.589 -0.261
C 0.716 -1.122 -1.945 0.055
O -0.075 -1.998 -2.786 -0.481
C -0.889 -1.218 -3.538 0.803
O -1.724 -1.632 -4.316 -0.549
C -0.725 0.262 -3.275 -0.296
C 0.247 0.892 -4.337 -0.585
C -2.031 1.069 -3.267 0.621
O -2.587 1.354 -4.314 -0.512
C -2.703 1.573 -2.007 -0.507
C -1.848 1.546 -0.748 -0.408
C -1.111 0.208 -0.675 -0.012
C -2.147 -0.979 -0.615 -0.642
C -0.070 0.175 -1.889 -0.217
C 1.300 -1.462 1.924 -0.447
H -0.430 -0.915 5.689 0.203
H 0.846 -2.053 4.942 0.197
H -0.213 0.712 3.929 0.203
H 2.970 0.210 4.490 0.216
H 3.779 -0.289 3.006 0.209
H 2.985 -1.499 3.980 0.209
H 1.671 1.966 2.760 0.218
H 2.595 1.108 1.516 0.210
H -0.245 2.031 1.571 0.204
H 0.884 1.845 0.245 0.207
H -1.034 -0.109 1.441 0.217
H 1.919 -2.376 -0.527 0.213
H 1.656 -0.951 -2.479 0.188
H -0.187 0.864 -5.342 0.249
H 1.177 0.294 -4.386 0.211
H 0.495 1.949 -4.135 0.218
H -3.047 2.592 -2.187 0.242
H -3.639 1.020 -1.836 0.243
H -2.455 1.643 0.140 0.212
H -1.140 2.388 -0.777 0.205
H -2.578 -1.265 -1.612 0.225
H -1.684 -1.891 -0.182 0.232
H -2.994 -0.689 0.022 0.214
H 0.643 1.046 -1.786 0.228
H 2.236 -2.037 1.723 0.217
H 0.601 -2.130 2.398 0.232

---

Entry 3:
49
Properties=species:S:1:pos:R:3:nbo_charge:R:1 method="wB97M-V/def2-TZVPD" e_homo_ev=-8.8 largest_force_ev_per_a=5.6 relative_energy_kcal_mol=75.7 smiles="CC(C)C1=CC2=C(C(=O)C1=O)[C@@]13CCCC(C)(C)[C@@H]1C[C@@H]2OC3" energy_ev=-27300.41763 lumo_energy_ev=-1.4
C 4.835 2.008 1.139 -0.597
C 4.661 1.090 0.035 -0.268
C 5.507 -0.104 0.194 -0.604
C 3.186 0.739 -0.235 -0.003
C 2.181 1.253 0.537 -0.237
C 0.781 1.107 0.162 0.067
C 0.274 0.481 -1.005 -0.105
C 1.246 -0.044 -1.943 0.414
O 0.896 -0.759 -2.882 -0.484
C 2.732 0.097 -1.551 0.517
O 3.669 -0.140 -2.189 -0.464
C -1.248 0.297 -0.919 -0.058
C -1.930 -0.511 -2.070 -0.402
C -2.168 -2.025 -1.861 -0.407
C -3.015 -2.216 -0.662 -0.408
C -2.829 -1.257 0.549 -0.023
C -3.024 -2.140 1.867 -0.606
C -4.054 -0.314 0.706 -0.629
C -1.448 -0.499 0.488 -0.187
C -1.092 0.480 1.589 -0.408
C -0.338 1.606 1.081 0.051
O -1.443 2.255 0.412 -0.535
C -1.854 1.710 -0.850 -0.064
H 5.902 2.222 1.293 0.217
H 4.431 2.989 1.010 0.213
H 4.329 1.609 2.014 0.199
H 4.982 1.687 -0.802 0.222
H 5.774 -0.666 -0.716 0.236
H 4.958 -0.952 0.760 0.204
H 6.384 0.193 0.731 0.209
H 2.264 1.793 1.436 0.209
H -2.837 0.043 -2.110 0.190
H -1.473 -0.278 -3.047 0.235
H -1.238 -2.641 -1.717 0.202
H -2.483 -2.321 -2.855 0.227
H -4.057 -2.257 -1.047 0.213
H -2.697 -3.244 -0.330 0.208
H -2.374 -3.076 1.832 0.199
H -4.067 -2.431 1.939 0.213
H -2.789 -1.620 2.822 0.210
H -5.054 -0.810 0.530 0.222
H -3.983 0.337 1.668 0.213
H -3.987 0.469 -0.035 0.198
H -0.693 -1.266 0.489 0.210
H -1.944 0.883 2.117 0.230
H -0.458 -0.168 2.274 0.196
H 0.052 2.269 1.798 0.203
H -2.879 1.761 -0.963 0.184
H -1.589 2.362 -1.681 0.177

---

Entry 4:
64
Properties=species:S:1:pos:R:3:nbo_charge:R:1 method="wB97M-V/def2-TZVPD" e_homo_ev="-11.8 / -11.9" total_charge=+1 largest_force_ev_per_a=1.6 relative_energy_kcal_mol=0.0 spin_multiplicity=3 energy_ev=-174642.09789 lumo_energy_ev="-4.3 / -6.3"
Au 0.349 2.070 0.946 0.701
O 1.972 0.784 2.177 -0.779
C 2.024 0.201 3.485 -0.078
C 0.970 0.872 4.327 -0.278
N -0.375 0.515 3.899 -0.096
C -1.401 1.438 4.072 -0.346
C -1.370 2.763 3.062 0.822
O -2.451 3.257 2.929 -0.545
O -0.196 3.114 2.686 -0.794
C -0.626 -0.866 3.564 -0.371
C -0.313 -1.327 2.121 0.810
O -0.087 -2.531 2.019 -0.668
O -0.340 -0.446 1.223 -0.838
H 2.322 0.162 1.531 0.501
H 2.986 0.385 3.970 0.202
H 1.874 -0.881 3.438 0.197
H 1.067 1.954 4.251 0.262
H 1.081 0.587 5.381 0.238
H -1.294 1.979 5.018 0.258
H -2.380 0.989 3.963 0.252
H -1.681 -1.086 3.723 0.252
H -0.026 -1.502 4.210 0.246
C -2.999 2.430 -0.662 -0.257
O -3.108 1.323 0.238 -0.486
C -2.720 0.089 -0.055 0.771
O -3.190 -0.850 0.516 -0.518
C -1.573 -0.199 -1.050 -0.303
C -1.704 -1.317 -1.764 -0.480
As -0.238 -2.517 -2.132 1.439
C -0.260 -3.712 -0.607 -0.890
C 1.440 -1.553 -1.979 -0.440
C 1.561 -0.392 -1.347 -0.355
As 0.076 0.878 -1.061 0.992
C -0.071 1.582 -2.868 -0.949
C 2.831 -0.095 -0.538 0.775
O 3.135 -0.875 0.311 -0.543
O 3.545 1.014 -0.731 -0.484
C 3.297 1.922 -1.812 -0.270
C 2.516 -2.586 -2.291 0.775
O 2.179 -3.741 -2.255 -0.543
O 3.744 -2.266 -2.653 -0.462
C 4.171 -0.947 -3.030 -0.265
C -2.983 -2.132 -1.935 0.791
O -2.908 -3.328 -1.869 -0.552
O -4.133 -1.550 -2.241 -0.470
C -4.291 -0.205 -2.712 -0.258
H -3.992 2.854 -0.771 0.221
H -2.648 2.110 -1.638 0.161
H -2.330 3.170 -0.234 0.220
H -1.266 -4.101 -0.520 0.283
H 0.003 -3.030 0.232 0.312
H 0.488 -4.480 -0.761 0.276
H -0.201 0.743 -3.546 0.233
H 0.819 2.138 -3.136 0.248
H -0.923 2.248 -2.938 0.252
H 4.226 2.458 -1.974 0.235
H 2.521 2.632 -1.541 0.203
H 3.037 1.384 -2.721 0.183
H 4.602 -0.439 -2.173 0.203
H 3.354 -0.373 -3.464 0.176
H 4.941 -1.091 -3.781 0.230
H -4.964 0.305 -2.027 0.211
H -4.741 -0.258 -3.698 0.217
H -3.346 0.326 -2.778 0.171

---

Entry 5:
54
Properties=species:S:1:pos:R:3:nbo_charge:R:1 method="wB97M-V/def2-TZVPD" e_homo_ev="-10.8 / -11.0" total_charge=+1 largest_force_ev_per_a=0.5 spin_multiplicity=6 energy_ev=-128508.11075 lumo_energy_ev="-3.5 / -3.7"
Mn -0.343 0.166 1.156 1.389
C 0.772 4.274 -0.697 -0.643
C 1.811 3.202 -0.785 0.174
N 2.901 3.430 -1.471 -0.366
C 3.848 2.474 -1.549 -0.009
C 3.748 1.249 -0.949 -0.045
C 4.892 0.276 -1.075 -0.101
O 4.511 -0.975 -1.647 -0.729
C 2.562 0.952 -0.213 -0.175
C 2.484 -0.339 0.416 0.207
N 1.519 -0.848 1.123 -0.693
C 1.700 -2.145 1.702 0.177
C 2.774 -2.987 1.400 -0.232
C 2.906 -4.230 1.992 -0.171
C 1.970 -4.680 2.910 -0.190
C 0.895 -3.872 3.228 -0.217
C 0.769 -2.627 2.627 -0.194
I -0.904 -1.506 3.230 0.225
C 1.570 1.952 -0.126 0.361
O 0.446 1.818 0.520 -0.862
H 1.146 5.174 -1.177 0.244
H 0.517 4.485 0.342 0.230
H -0.151 3.963 -1.192 0.216
H 4.730 2.731 -2.123 0.201
H 5.312 0.031 -0.097 0.190
H 5.695 0.744 -1.649 0.197
H 4.351 -0.847 -2.588 0.481
H 3.376 -0.931 0.271 0.202
H 3.526 -2.700 0.679 0.232
H 3.749 -4.851 1.724 0.235
H 2.072 -5.651 3.373 0.238
H 0.155 -4.207 3.942 0.235
C -3.815 -2.321 -0.066 -0.620
C -4.030 -0.851 0.266 -0.701
As -2.526 0.246 -0.311 0.786
C -3.162 2.068 -0.035 -0.699
C -3.027 2.492 1.422 -0.617
C -2.490 0.049 -2.253 -0.686
C -3.820 0.354 -2.931 -0.625
H -4.645 -2.926 0.300 0.234
H -2.900 -2.707 0.389 0.206
H -3.744 -2.483 -1.143 0.212
H -4.136 -0.701 1.343 0.228
H -4.937 -0.462 -0.199 0.232
H -4.199 2.123 -0.368 0.232
H -2.566 2.710 -0.686 0.238
H -3.659 1.894 2.081 0.209
H -3.320 3.534 1.551 0.240
H -1.989 2.418 1.764 0.197
H -2.159 -0.968 -2.468 0.234
H -1.700 0.716 -2.604 0.237
H -4.606 -0.325 -2.599 0.210
H -3.730 0.243 -4.011 0.235
H -4.148 1.375 -2.736 0.213

---

Entry 6:
75
Properties=species:S:1:pos:R:3:lowdin_charge:R:1 method="wB97M-V/def2-TZVPD" e_homo_ev=-0.6 total_charge=-2 largest_force_ev_per_a=7.6 energy_ev=-140794.38797 lumo_energy_ev=0.8
C -2.214 -3.160 0.767 -0.060
N -0.842 -2.842 0.308 -0.166
C 0.218 -3.493 1.029 -0.123
B -0.541 -1.427 0.300 -0.696
O 0.465 -0.999 1.142 0.066
In -1.615 -0.062 -1.134 0.537
S -4.083 -0.190 -0.821 0.208
C -0.965 2.046 -1.006 -0.240
C 0.550 2.256 -1.430 -0.222
C 1.266 2.847 -0.226 -0.534
N 2.168 2.018 0.477 0.116
O 1.049 3.925 0.095 0.140
S -0.976 -0.987 -3.402 0.650
O -0.793 0.069 -4.447 -0.476
O 0.309 -1.604 -3.183 -0.457
C -2.092 -2.390 -3.978 -0.781
F -2.146 -2.432 -5.279 0.171
F -3.299 -2.315 -3.487 0.140
F -1.588 -3.531 -3.598 0.161
H -2.814 -3.360 -0.129 0.083
H -2.271 -4.046 1.396 0.089
H -2.654 -2.278 1.231 0.070
H 0.334 -3.125 2.054 0.108
H 0.021 -4.574 1.038 0.105
H 1.136 -3.332 0.363 -0.017
H 0.950 -0.331 0.638 0.057
H -4.500 -1.472 -0.858 -0.283
H -1.567 2.603 -1.737 0.032
H -1.171 2.529 -0.051 0.052
H 1.009 1.272 -1.750 0.022
H 0.597 3.009 -2.234 0.104
H 3.099 2.211 0.135 0.048
H 2.144 2.354 1.435 0.053
O 2.952 3.775 1.054 -0.026
C 3.818 3.146 1.618 -0.638
N 3.835 3.015 2.967 0.062
C 4.934 2.459 0.872 -0.178
H 4.537 2.496 3.471 0.046
H 3.015 3.510 3.555 -0.127
H 5.503 3.204 0.313 0.114
H 4.507 1.724 0.179 0.090
H 5.609 1.945 1.553 -0.371
Mg 1.763 -2.795 -1.185 0.943
F 2.060 -0.446 -1.645 -0.796
Cl 1.350 3.267 4.093 -0.172
Cs 6.524 0.597 2.098 1.340
Li 0.834 1.027 -3.549 0.732
Cl 4.106 -1.126 -2.140 -0.306
Cl -6.152 4.964 6.786 0.647
C -4.523 4.729 6.244 -0.695
C -3.937 3.472 6.206 -0.687
Cl -4.795 2.049 6.685 0.661
C -2.627 3.333 5.773 -0.091
C -1.903 4.443 5.376 -0.089
C -2.493 5.699 5.410 -0.095
C -3.801 5.839 5.844 -0.118
H -2.165 2.357 5.743 0.113
H -0.879 4.327 5.040 0.019
H -1.932 6.571 5.097 0.113
H -4.256 6.819 5.869 0.102
C -0.270 -5.403 -6.250 0.026
C -0.968 -6.569 -6.629 -0.419
C -0.066 -7.720 -7.096 -0.409
O -0.495 -8.829 -7.393 -0.020
C 1.354 -7.470 -7.192 0.001
C 2.049 -6.306 -6.828 -0.436
C 1.157 -5.190 -6.260 -0.396
O 1.600 -4.136 -5.824 0.016
O 3.265 -6.103 -6.914 -0.032
O -2.188 -6.742 -6.616 -0.014
H -0.829 -4.547 -5.899 0.075
H 1.913 -8.310 -7.594 0.089
O -0.195 6.107 7.912 -0.058
H -0.793 5.697 8.540 0.030
H -0.605 5.933 7.057 -0.003

---

Entry 7:
60
Properties=species:S:1:pos:R:3:nbo_charge:R:1 method="wB97M-V/def2-TZVPD" e_homo_ev="-16.7 / -16.8" total_charge=+3 largest_force_ev_per_a=1.1 relative_energy_kcal_mol=26.1 spin_multiplicity=2 energy_ev=-152973.17973 lumo_energy_ev="-11.7 / -11.3"
W -0.174 -0.170 0.479 0.824
C -3.318 5.179 -0.957 -0.623
C -2.761 3.913 -1.576 -0.215
N -1.363 3.680 -1.097 -0.530
C -0.729 2.550 -0.833 0.333
S -1.691 1.003 -0.827 0.163
N 0.563 2.546 -0.623 -0.377
N 1.038 1.268 -0.439 -0.381
C 2.183 0.963 -0.925 0.401
C 3.153 1.943 -1.446 -0.705
C 2.360 -0.504 -1.038 0.131
C 3.482 -1.094 -1.513 -0.159
C 3.482 -2.482 -1.732 -0.059
C 2.334 -3.192 -1.492 -0.211
C 1.230 -2.529 -0.978 0.127
N 1.252 -1.217 -0.742 -0.540
H -4.339 5.333 -1.307 0.255
H -2.733 6.055 -1.256 0.232
H -3.328 5.119 0.131 0.213
H -2.745 3.996 -2.661 0.230
H -3.367 3.051 -1.321 0.211
H -0.766 4.497 -1.082 0.436
H 2.680 2.904 -1.614 0.292
H 3.620 1.587 -2.365 0.269
H 3.947 2.082 -0.701 0.290
H 4.354 -0.492 -1.735 0.270
H 4.369 -2.978 -2.108 0.274
H 2.272 -4.252 -1.698 0.272
H 0.317 -3.045 -0.765 0.233
C 1.013 -2.277 5.779 -0.655
C 0.024 -3.220 5.150 -0.039
O -0.593 -2.628 3.897 -0.845
P 0.053 -2.448 2.528 1.886
S -1.507 -1.978 1.228 -0.158
S 1.362 -0.926 2.320 -0.319
O 0.762 -3.731 2.023 -0.847
C 0.094 -5.079 2.011 -0.057
C 1.131 -6.108 1.666 -0.639
H 1.370 -2.732 6.705 0.273
H 0.547 -1.322 6.028 0.236
H 1.884 -2.103 5.142 0.215
H -0.842 -3.399 5.769 0.237
H 0.466 -4.170 4.864 0.200
H -0.707 -5.022 1.276 0.201
H -0.338 -5.243 2.994 0.206
H 1.467 -6.006 0.631 0.217
H 0.695 -7.102 1.784 0.266
H 1.993 -6.032 2.332 0.241
Br -1.893 4.616 3.632 0.169
C -3.148 3.403 2.947 -0.200
C -4.494 3.729 2.980 -0.189
C -5.439 2.842 2.480 -0.147
C -5.059 1.616 1.951 -0.183
C -3.716 1.265 1.916 -0.280
C -2.800 2.176 2.407 -0.088
I -0.779 1.628 2.535 0.650
H -4.796 4.679 3.405 0.264
H -6.488 3.111 2.518 0.259
H -5.804 0.918 1.585 0.252
H -3.415 0.302 1.537 0.219

---

Entry 8:
55
Properties=species:S:1:pos:R:3:nbo_charge:R:1 method="wB97M-V/def2-TZVPD" e_homo_ev=-9.0 largest_force_ev_per_a=0.5 relative_energy_kcal_mol=1.2 smiles="CN(CC1CCOCC1)C(=O)C[C@@H]1C(=O)NCCN1Cc1ccc(Cl)c(F)c1" energy_ev=-47031.89158 lumo_energy_ev=0.7
C 3.026 -0.613 -0.197 -0.436
N 1.890 -0.039 -0.883 -0.435
C 2.157 0.565 -2.173 -0.205
C 2.539 -0.463 -3.246 -0.227
C 1.421 -1.482 -3.471 -0.435
C 1.802 -2.422 -4.615 -0.062
O 2.073 -1.724 -5.808 -0.526
C 3.131 -0.810 -5.650 -0.060
C 2.828 0.236 -4.576 -0.428
C 0.610 -0.137 -0.473 0.695
O -0.313 0.339 -1.119 -0.661
C 0.344 -0.823 0.858 -0.502
C 0.369 0.184 2.034 -0.130
C 1.229 -0.407 3.153 0.689
O 2.344 -0.838 2.916 -0.647
N 0.734 -0.413 4.398 -0.600
C -0.570 0.069 4.780 -0.215
C -1.006 1.116 3.767 -0.231
N -0.984 0.506 2.454 -0.445
C -1.713 1.308 1.482 -0.267
C -3.193 1.224 1.717 0.003
C -4.029 2.296 1.434 -0.213
C -5.395 2.208 1.633 -0.201
C -5.953 1.040 2.130 -0.123
Cl -7.655 0.919 2.397 0.026
C -5.116 -0.033 2.412 0.388
F -5.630 -1.177 2.899 -0.313
C -3.753 0.050 2.206 -0.286
H 2.930 -0.531 0.885 0.256
H 3.921 -0.073 -0.502 0.205
H 3.156 -1.668 -0.455 0.190
H 2.964 1.297 -2.061 0.190
H 1.246 1.085 -2.477 0.241
H 3.445 -0.994 -2.927 0.193
H 1.239 -2.067 -2.568 0.209
H 0.500 -0.955 -3.725 0.218
H 0.982 -3.102 -4.850 0.194
H 2.685 -3.016 -4.325 0.153
H 3.266 -0.339 -6.626 0.193
H 4.055 -1.351 -5.386 0.154
H 1.951 0.811 -4.879 0.207
H 3.676 0.917 -4.481 0.209
H 1.061 -1.621 1.039 0.245
H -0.656 -1.256 0.812 0.246
H 0.913 1.098 1.713 0.199
H 1.318 -0.843 5.101 0.410
H -0.515 0.499 5.783 0.206
H -1.294 -0.754 4.788 0.195
H -2.025 1.440 3.984 0.225
H -0.338 1.994 3.828 0.172
H -1.505 0.925 0.478 0.273
H -1.389 2.362 1.503 0.176
H -3.610 3.213 1.049 0.217
H -6.038 3.044 1.408 0.230
H -3.127 -0.797 2.432 0.244